The following is a quantum chemistry calculation of a 6-piece molecular cluster, C18H48FO23P5 overall in a non-equilibrium geometry, from the Open Molecules 2025 dataset.

E_tot (eV): -115706.192
SMILES: O=C1OC[C@@H](F)O1.COP(=O)(OC)OC.COP(=O)(OC)OC.COP(=O)(OC)OC.COP(=O)(OC)OC.COP(=O)(OC)OC
Multiplicity: 1
Energy relative to the best compared isomer or geometry (same formula, charge and spin) (kcal per mole): 96.5
Molecular weight (g/mol): 806.427
Kohn-Sham gap (hartree): 0.39732
Lowest unoccupied orbital energy (eV): 0.2

Geometry (Å):
O (-8.11272, 1.66597, 3.19023)
C (-8.77224, 0.67717, 3.41868)
O (-8.39034, -0.58120, 3.49092)
C (-9.46406, -1.37185, 3.22347)
C (-10.63753, -0.61005, 3.78847)
F (-10.55365, -0.81776, 5.10276)
O (-10.12254, 0.65562, 3.46482)
H (-9.52781, -1.41541, 2.13621)
H (-9.23554, -2.35225, 3.64145)
H (-11.63027, -0.88495, 3.43211)
C (-12.97911, -9.92271, -1.53214)
O (-13.17148, -8.53383, -1.70180)
P (-14.38060, -7.77223, -0.94735)
O (-15.59940, -8.57796, -0.81933)
O (-14.53119, -6.41485, -1.84034)
C (-14.63055, -6.35613, -3.28872)
O (-13.70523, -7.22225, 0.42642)
C (-13.38945, -8.21997, 1.38716)
H (-13.03977, -10.50290, -2.45289)
H (-13.67086, -10.38485, -0.82787)
H (-11.91318, -9.91248, -1.30456)
H (-13.68896, -6.09079, -3.76946)
H (-15.39355, -5.65979, -3.63666)
H (-14.98064, -7.22727, -3.84247)
H (-14.13057, -8.98292, 1.62540)
H (-13.18041, -7.65873, 2.29788)
H (-12.52714, -8.81536, 1.08712)
C (-15.06727, -4.06620, 1.93826)
O (-15.54791, -3.04920, 1.10378)
P (-16.48879, -1.87821, 1.72507)
O (-17.56150, -2.43132, 2.54607)
O (-15.42698, -0.93727, 2.51291)
C (-14.44133, -0.19554, 1.81226)
O (-16.93697, -0.88692, 0.47806)
C (-16.32910, -0.81042, -0.73896)
H (-15.48903, -4.00139, 2.94127)
H (-13.98515, -4.08685, 2.06744)
H (-15.29207, -5.05120, 1.52919)
H (-14.73220, 0.70932, 1.27866)
H (-13.70288, -0.69206, 1.18276)
H (-13.82706, 0.25052, 2.59444)
H (-17.16281, -0.69098, -1.43087)
H (-15.69838, -1.69581, -0.81885)
H (-15.63280, 0.02794, -0.71877)
C (-13.41264, -3.04271, -1.68597)
O (-12.23680, -3.81022, -1.27063)
P (-11.31191, -3.23048, -0.13021)
O (-12.01752, -2.51602, 0.98327)
O (-10.34937, -4.47544, 0.39207)
C (-10.70453, -5.84051, 0.41752)
O (-10.25979, -2.28413, -1.01436)
C (-9.64068, -2.84055, -2.17958)
H (-13.55231, -3.16196, -2.76038)
H (-13.09793, -2.01651, -1.49630)
H (-14.31489, -3.24457, -1.10865)
H (-10.31584, -6.38122, -0.44542)
H (-11.78091, -6.01225, 0.42056)
H (-10.20435, -6.40177, 1.20676)
H (-10.26787, -2.75635, -3.06708)
H (-9.27372, -3.79536, -1.80304)
H (-8.71710, -2.27338, -2.29546)
C (-7.91599, -8.88596, -1.28186)
O (-7.69335, -8.30866, -0.06574)
P (-8.35541, -9.14617, 1.21546)
O (-9.68296, -9.81758, 1.09284)
O (-7.19286, -10.12775, 1.71402)
C (-5.80208, -9.79028, 1.74270)
O (-8.38879, -7.91395, 2.29768)
C (-9.02146, -7.89224, 3.62487)
H (-8.04833, -9.95742, -1.43202)
H (-7.00660, -8.68600, -1.84855)
H (-8.81718, -8.42722, -1.68868)
H (-5.27115, -9.96545, 2.67840)
H (-5.55759, -8.77465, 1.43156)
H (-5.30474, -10.34498, 0.94705)
H (-8.80434, -8.86963, 4.05577)
H (-10.05394, -7.90853, 3.27586)
H (-8.66555, -7.18290, 4.37204)
C (-4.52963, -3.39049, -1.88047)
O (-4.51126, -4.74676, -1.73640)
P (-4.56176, -5.38612, -0.26932)
O (-4.95431, -6.82199, -0.31946)
O (-3.04653, -5.19438, 0.34377)
C (-2.57985, -4.12394, 1.12269)
O (-5.51567, -4.42548, 0.61231)
C (-6.93558, -4.41096, 0.33062)
H (-3.76260, -3.14968, -2.61653)
H (-4.26873, -2.72446, -1.05801)
H (-5.43347, -3.03319, -2.37393)
H (-2.63173, -3.26014, 0.45992)
H (-1.58827, -4.38100, 1.49524)
H (-3.18663, -3.98379, 2.01727)
H (-7.22200, -3.35948, 0.35205)
H (-7.48792, -5.19534, 0.84809)
H (-7.10801, -4.49051, -0.74271)

Atoms 1-3, force components in eV/Å:
O -0.98 -1.79 0.90
C 0.43 1.82 -1.23
O 3.18 0.92 0.77

=====

The following is a quantum chemistry calculation of one molecule with the formula C5H10O2, from the Open Molecules 2025 dataset.

E_tot (eV): -9442.166
SMILES: CC(=O)C(C)(C)O
Multiplicity: 1
Energy relative to the best compared isomer or geometry (same formula, charge and spin) (kcal per mole): 20.2
Molecular weight (g/mol): 102.133
Kohn-Sham gap (hartree): 0.38909
Lowest unoccupied orbital energy (eV): 0.8

Geometry (Å):
C (2.00064, 0.45775, -0.35423)
C (0.96848, -0.60922, -0.09736)
O (1.25946, -1.78955, -0.12768)
C (-0.48434, -0.25240, 0.29210)
C (-0.68872, 1.20846, 0.67119)
C (-1.43028, -0.66329, -0.84342)
O (-0.76121, -1.03824, 1.43975)
H (1.65801, 1.20656, -1.07602)
H (2.92049, -0.01541, -0.70243)
H (2.20225, 0.98403, 0.58694)
H (-0.01146, 1.51028, 1.47602)
H (-1.71571, 1.35000, 1.02187)
H (-0.53162, 1.86775, -0.18947)
H (-2.46166, -0.55005, -0.49276)
H (-1.26536, -1.71289, -1.10817)
H (-1.29765, -0.05060, -1.74197)
H (-0.36133, -1.90318, 1.24564)

Atoms 1-3, force components in eV/Å:
C 0.04 -0.01 -0.05
C 0.12 -0.30 -0.08
O -0.07 0.47 0.00

=====

The following is a quantum chemistry calculation of C23H15BF5IrNO6Se as an isolated structure, from the Open Molecules 2025 dataset.

E_tot (eV): -120318.899
Multiplicity: 2
Energy relative to the best compared isomer or geometry (same formula, charge and spin) (kcal per mole): 0.0
Molecular weight (g/mol): 778.353
⟨S²⟩: 0.755
Kohn-Sham gap (spin up / spin down) (hartree): 0.25218 / 0.16995
Lowest unoccupied orbital energy (spin up / spin down) (eV): -1.5 / -3.8

Geometry (Å):
Ir (-0.00208, -0.46817, 2.96075)
O (-0.70982, 6.37725, 3.37615)
C (0.28848, 5.77355, 2.77293)
O (1.12649, 6.40744, 2.17625)
C (0.23717, 4.28640, 2.89592)
C (1.41574, 3.59080, 2.61660)
C (1.40589, 2.21826, 2.68492)
N (0.28919, 1.55032, 3.00527)
C (-0.85089, 2.21858, 3.26817)
C (-0.91391, 3.58908, 3.23663)
C (-2.05373, 1.35487, 3.59159)
O (-3.09420, 1.85930, 3.90539)
O (-1.82668, 0.05867, 3.47964)
H (2.31028, 4.12730, 2.33492)
H (2.28990, 1.62612, 2.48975)
H (-1.85399, 4.07125, 3.47065)
C (-0.26022, -1.12438, -5.35296)
C (-1.63959, -0.80175, -4.76005)
C (-2.46935, -2.09046, -4.68114)
C (-2.36075, 0.16355, -5.70214)
C (-1.45108, -0.20979, -3.36156)
C (-1.71239, 1.13187, -3.08255)
C (-1.52387, 1.69019, -1.81640)
C (-1.06132, 0.85128, -0.83702)
O (-0.79399, 1.11965, 0.49201)
B (-0.37546, -0.08828, 1.03350)
O (-0.34667, -1.08248, 0.06233)
C (-0.79048, -0.47814, -1.09517)
C (-0.96998, -1.03531, -2.33505)
H (-0.36952, -1.65613, -6.30066)
H (0.32501, -1.75204, -4.67910)
H (0.30611, -0.20961, -5.53692)
H (-2.58966, -2.51394, -5.68005)
H (-3.46171, -1.89041, -4.27275)
H (-1.99567, -2.84905, -4.05792)
H (-2.54838, -0.33430, -6.65497)
H (-1.76278, 1.05241, -5.90996)
H (-3.32302, 0.47957, -5.29543)
H (-2.07900, 1.77808, -3.86603)
H (-1.73366, 2.73269, -1.62001)
H (-0.73516, -2.07796, -2.49954)
F (5.82179, -3.76677, 2.79499)
C (4.53624, -3.53728, 3.02973)
C (3.78291, -4.44240, 3.76098)
F (4.35811, -5.54704, 4.22175)
C (2.44288, -4.19603, 4.00843)
F (1.75883, -5.09905, 4.70991)
C (1.80575, -3.05371, 3.54269)
Se (-0.05630, -2.73854, 3.86528)
C (2.59786, -2.19006, 2.83139)
F (2.05199, -1.00553, 2.35961)
C (3.93430, -2.38445, 2.55460)
F (4.63039, -1.48543, 1.86467)

Atoms 1-3, force components in eV/Å:
Ir 0.80 0.08 0.49
O 0.11 0.29 -0.05
C -0.14 -0.11 -0.10

=====

The following is a quantum chemistry calculation of a 11-piece molecular cluster, H22O11 overall in a non-equilibrium geometry, from the Open Molecules 2025 dataset.

E_tot (eV): -22878.832
SMILES: O.O.O.O.O.O.O.O.O.O.O
Multiplicity: 1
Energy relative to the best compared isomer or geometry (same formula, charge and spin) (kcal per mole): 61.8
Molecular weight (g/mol): 198.165
Kohn-Sham gap (hartree): 0.39775
Lowest unoccupied orbital energy (eV): -0.1

Geometry (Å):
O (-2.16353, -2.27264, 2.21809)
H (-2.76365, -3.01429, 2.11425)
H (-1.77629, -2.37881, 3.09227)
O (1.16392, 1.09375, 2.48728)
H (0.99361, 1.26522, 1.56397)
H (1.09543, 0.18163, 2.77389)
O (-0.59742, -3.01208, -3.10617)
H (0.27125, -3.12342, -3.48779)
H (-0.66594, -2.29814, -2.47566)
O (0.30977, 1.95856, -2.27483)
H (0.48675, 1.30147, -2.92324)
H (-0.42313, 1.61212, -1.76710)
O (-2.42842, 3.46025, -2.53054)
H (-2.88655, 3.85788, -1.82577)
H (-2.95870, 2.66354, -2.55163)
O (-1.67969, 0.44204, -2.90837)
H (-2.54879, 0.38870, -2.49737)
H (-1.54492, -0.51185, -2.96339)
O (1.53608, -2.55408, 1.31595)
H (1.65597, -3.42595, 0.93247)
H (2.10916, -2.47378, 2.09782)
O (0.08404, -0.61998, -0.37820)
H (0.64187, 0.15009, -0.52807)
H (0.70497, -1.25786, 0.00890)
O (2.80073, -1.34344, 3.42265)
H (3.59196, -1.86215, 3.58718)
H (3.06396, -0.57474, 2.90313)
O (3.06086, 2.39706, -1.68304)
H (2.64454, 1.84687, -2.34670)
H (2.46346, 2.34118, -0.93535)
O (-2.08961, 0.95669, 3.34338)
H (-1.52719, 0.97065, 2.56750)
H (-2.34953, 0.07256, 3.59283)

Atoms 1-3, force components in eV/Å:
O 0.03 0.20 0.07
H -0.07 -0.09 0.02
H 0.06 -0.13 -0.04